DFT (the ωB97M-V functional and the def2-TZVPD basis) results for an isolated molecule of C28H27N3O4 in a non-equilibrium geometry.

Positions of all 62 atoms, in Å:
C  3.8150  -3.0328  0.2478
C  5.1364  -2.9545  0.6415
C  5.7508  -1.6919  0.7510
N  7.1706  -1.6521  0.8320
O  7.7512  -0.5439  0.8452
O  7.7932  -2.7420  0.8634
C  5.0020  -0.5063  0.6100
C  3.6754  -0.5819  0.2117
C  3.0662  -1.8459  0.0629
O  1.7189  -1.9595  -0.1163
H  3.3341  -4.0015  0.0929
H  5.7144  -3.8525  0.8372
H  5.4885  0.4510  0.7851
H  3.0909  0.3274  0.0561
C  -0.9360  5.8329  3.0728
C  -1.5376  4.6134  2.4569
C  -1.4267  4.4103  1.0799
C  -1.9262  3.2509  0.4874
C  -1.8395  3.1008  -0.9981
C  -2.4764  2.2680  1.3192
N  -3.0037  1.0722  0.7585
C  -2.3350  0.0501  0.1311
C  -0.8698  -0.0203  -0.0066
C  -0.3544  -1.1692  -0.6556
C  1.0156  -1.2732  -1.1517
C  1.0203  -2.1763  -2.3834
C  1.2814  -1.6879  -3.6673
C  1.4194  -2.5873  -4.7311
C  1.2798  -3.9610  -4.5048
C  0.8767  -4.4239  -3.2475
C  0.7075  -3.5205  -2.1918
O  -0.1418  0.9027  0.4522
N  -3.2840  -0.8136  -0.2873
C  -3.1460  -2.0354  -1.0593
C  -4.5391  -0.3641  0.1014
C  -4.3778  0.7981  0.7461
C  -2.6944  2.4894  2.6814
C  -3.3908  1.4907  3.5475
C  -2.2039  3.6722  3.2419
H  -1.2206  5.9035  4.1241
H  0.1585  5.8059  3.0142
H  -1.2695  6.7360  2.5517
H  -0.9449  5.1583  0.4453
H  -2.6939  2.5701  -1.4362
H  -1.8035  4.1003  -1.4475
H  -0.9159  2.5840  -1.2914
H  -0.8551  -2.1010  -0.4033
H  1.4557  -0.2844  -1.3418
H  1.3630  -0.6078  -3.7980
H  1.6392  -2.2038  -5.7315
H  1.4487  -4.6688  -5.3244
H  0.6886  -5.4855  -3.0714
H  0.3425  -3.8581  -1.2184
H  -4.1594  -2.2964  -1.3738
H  -2.5199  -1.9025  -1.9505
H  -2.7675  -2.8629  -0.4456
H  -5.4216  -0.9351  -0.1279
H  -5.0979  1.4582  1.1971
H  -3.2860  1.8112  4.5891
H  -4.4681  1.4179  3.3464
H  -2.9603  0.4842  3.4695
H  -2.3375  3.8438  4.3122

- Kohn-Sham gap: 0.2506 hartree
- LUMO: -0.17 eV



DFT (the ωB97M-V functional and the def2-TZVPD basis) results for C28H27N3SSiZn as an isolated structure in a non-equilibrium geometry.

Positions of all 61 atoms, in Å:
C  -0.6774  -1.3498  -1.7069
C  0.2272  -0.2613  -1.6213
C  1.3721  -0.6783  -0.8820
H  0.1259  0.6779  -2.1480
C  1.1804  -2.0795  -0.5438
C  -0.1310  -2.4598  -1.0149
H  -0.5355  -3.4700  -0.9541
H  -1.5707  -1.3651  -2.3274
H  2.2632  -0.1015  -0.6605
H  1.9877  -2.7066  -0.1719
Zn  0.3224  -0.9133  0.9521
C  2.7184  3.4061  0.0187
H  2.1032  2.6875  0.5624
H  3.1261  4.0930  0.7847
H  2.0722  3.8965  -0.7392
Si  4.1072  2.2393  -0.8251
C  4.9982  3.8923  -1.1564
C  5.0251  4.0939  -2.5394
H  4.9099  3.2571  -3.2308
C  5.1508  5.3987  -3.0229
H  5.0366  5.5712  -4.0905
C  5.3269  6.4690  -2.1374
H  5.3160  7.4970  -2.5139
C  5.4813  6.2295  -0.7629
H  5.6684  7.0691  -0.0852
C  5.3062  4.9344  -0.2502
H  5.3979  4.7650  0.8288
C  5.5341  1.1538  -0.3855
C  6.8461  1.5647  -0.8043
H  6.9983  2.5794  -1.2026
C  7.9438  0.6947  -0.7562
H  8.9236  1.0546  -1.1092
C  7.7654  -0.6179  -0.2817
H  8.6182  -1.2989  -0.2622
C  6.5116  -1.0488  0.1825
H  6.3954  -2.0708  0.5813
C  5.4085  -0.1833  0.1097
H  4.4307  -0.5458  0.4339
H  0.8007  2.8801  1.8878
H  0.7191  3.6330  1.8809
N  -3.1374  0.2682  3.0185
C  -4.0509  -0.4374  2.2455
C  -5.4180  -0.2772  2.1216
C  -6.0480  -0.9828  1.0826
C  -5.2942  -1.7371  0.1686
C  -3.9046  -1.8610  0.2818
C  -3.2711  -1.1675  1.3187
N  -1.9274  -0.8766  1.5287
C  -1.8796  -0.0118  2.5703
C  -0.6498  0.4515  3.1848
C  -0.4362  1.3614  4.1973
S  1.2235  1.3213  4.7368
C  1.6258  0.3042  3.3794
N  0.5398  -0.0990  2.7014
H  -3.3613  0.9295  3.7565
H  -5.9581  0.3764  2.8092
H  -7.1308  -0.9439  0.9697
H  -5.8046  -2.2391  -0.6526
H  -3.2971  -2.4435  -0.4079
H  -1.2167  2.0240  4.5368
H  2.6250  -0.0196  3.0955

- Kohn-Sham gap (alpha / beta): 0.2781 / 0.1464 hartree
- LUMO (alpha / beta): 0.33 / -0.84 eV



DFT (the ωB97M-V functional and the def2-TZVPD basis) results for a 2-piece molecular cluster, C28H27NO2 overall in a non-equilibrium geometry.

Positions of all 58 atoms, in Å:
C  -4.8469  2.4859  0.6088
C  -4.0032  1.5503  1.4460
O  -3.0009  0.9924  0.5495
C  -2.1085  0.2083  1.1700
C  -0.9725  -0.1145  0.2439
N  -0.4505  -1.3111  0.3306
C  0.4149  -1.8579  -0.5048
C  1.2193  -2.9434  0.0684
C  2.4126  -3.4060  -0.5112
C  3.1407  -4.4290  0.0994
C  2.7357  -4.9348  1.3437
C  1.5537  -4.4584  1.9507
C  0.8117  -3.4607  1.3189
C  0.4886  -1.4901  -1.9313
C  0.6599  -2.4952  -2.9047
C  0.6792  -2.1921  -4.2704
C  0.5297  -0.8655  -4.7027
C  0.4042  0.1561  -3.7506
C  0.3725  -0.1600  -2.3913
O  -2.2273  -0.1516  2.3350
H  -5.5105  3.0391  1.2781
H  -4.2162  3.2005  0.0694
H  -5.4465  1.9301  -0.1143
H  -3.4922  2.0828  2.2598
H  -4.5965  0.7138  1.8475
H  -1.1611  0.3701  -0.7340
H  2.7629  -2.9407  -1.4369
H  4.0263  -4.8241  -0.4058
H  3.3391  -5.6975  1.8379
H  1.2148  -4.8668  2.9040
H  -0.0806  -3.0512  1.7933
H  0.7773  -3.5321  -2.5871
H  0.8046  -2.9930  -5.0066
H  0.5325  -0.6171  -5.7612
H  0.3263  1.2091  -4.0560
H  0.2945  0.6569  -1.6706
C  2.0734  0.8353  0.4946
C  2.7140  -0.1720  1.4930
C  1.7085  -0.2506  2.6052
C  0.6094  0.5315  2.3460
C  0.6886  1.1237  1.0284
C  0.0471  2.3763  0.6391
C  -0.8357  3.0230  1.5246
C  -1.5909  4.1130  1.0922
C  -1.4017  4.6222  -0.2000
C  -0.4380  4.0577  -1.0452
C  0.3553  3.0091  -0.5901
H  2.6620  1.7629  0.5020
H  2.0899  0.4761  -0.5344
H  2.9477  -1.1500  1.0318
H  3.6570  0.2653  1.8521
H  1.8370  -0.9077  3.4696
H  -0.2350  0.6527  3.0079
H  -0.9071  2.6757  2.5650
H  -2.3103  4.5623  1.7761
H  -1.9811  5.4889  -0.5202
H  -0.2832  4.4501  -2.0551
H  1.2056  2.6518  -1.1980

- Kohn-Sham gap: 0.2287 hartree
- LUMO: -0.78 eV



DFT (the ωB97M-V functional and the def2-TZVPD basis) results for C28H28BF3FeO6 as an isolated structure in a non-equilibrium geometry.

Positions of all 67 atoms, in Å:
C  -1.8252  -2.3453  4.8893
C  -1.0088  -1.3863  4.1673
C  0.3732  -1.2760  4.1487
C  0.6869  -0.1338  3.4022
C  -0.5461  0.4036  2.8535
B  0.1494  -1.5839  -1.6871
C  -0.7298  1.8882  2.8582
C  0.3910  2.7224  2.6672
C  0.2182  4.0795  2.4473
C  -1.0685  4.6062  2.4604
C  -1.2802  6.0532  2.1075
F  -2.4385  6.2633  1.4063
F  -1.3717  6.8500  3.2174
F  -0.2676  6.5806  1.3576
C  -2.1836  3.8111  2.7134
C  -2.0176  2.4468  2.9268
O  1.1695  -0.8102  -2.1066
C  2.3089  -1.6000  -1.7228
C  2.8501  -2.1877  -3.0076
C  3.3226  -0.6178  -1.2063
C  1.8240  -2.7252  -0.6862
C  2.1835  -4.1807  -1.0046
C  2.3016  -2.4494  0.7503
O  0.3975  -2.6524  -0.8254
O  -1.5939  -0.3733  3.4723
H  -1.2795  -2.6768  5.7733
H  -2.7815  -1.9370  5.2049
H  -2.0013  -3.2253  4.2711
H  1.0779  -1.9225  4.6715
H  1.6721  0.3042  3.2391
H  1.3951  2.3017  2.6962
H  1.0731  4.7100  2.2610
H  -3.1740  4.2655  2.7548
H  -2.9041  1.8263  3.1096
H  3.7550  -2.7608  -2.7774
H  2.0947  -2.7984  -3.5152
H  3.0849  -1.3342  -3.6517
H  4.2304  -1.1725  -0.9531
H  3.5082  0.0908  -2.0186
H  2.9598  -0.0451  -0.3480
H  1.7842  -4.4506  -1.9882
H  3.2666  -4.3821  -0.9845
H  1.7262  -4.8598  -0.2664
H  3.3926  -2.6227  0.7993
H  2.1142  -1.4139  1.0725
H  1.8681  -3.1231  1.5116
O  -3.3006  -0.1793  -6.9964
C  -2.7928  -0.1099  -5.9598
Fe  -1.6141  0.0803  -4.6113
C  -0.8762  -1.4824  -4.9377
O  -0.3048  -2.3811  -5.4117
C  -0.5658  0.9540  -5.7453
O  0.0142  1.3706  -6.6590
C  -0.7836  0.2071  0.3319
C  -0.5416  1.4315  -0.3220
C  -1.1074  1.9673  -1.4789
C  -1.9382  1.3105  -2.3883
C  -1.9438  -0.0952  -2.6105
C  -1.3322  -1.1522  -1.7378
C  -1.1930  -0.9602  -0.2653
H  -0.6587  0.1515  1.4639
H  0.0738  2.1659  0.2202
H  -0.9663  3.0413  -1.6708
H  -2.6666  1.9040  -2.9754
H  -2.9385  -0.4503  -2.9693
H  -1.7917  -2.0998  -2.0788
H  -1.4793  -1.8303  0.3419

- 2S+1: 5
- Total charge: +2
- Kohn-Sham gap (alpha / beta): 0.2610 / 0.1960 hartree
- Expectation value of S²: 6.108
- LUMO (alpha / beta): -6.89 / -8.86 eV